Computed, not measured: a molecular structure, C33H40N4P2TeW, with ωB97M-V/def2-TZVPD.

```
81
Properties=species:S:1:pos:R:3:forces:R:3
C 4.280874 -0.707561 0.457444 -0.59 -0.71 0.57
C -1.409899 2.193016 2.089961 -0.98 1.79 2.55
H -3.746233 -0.028251 2.742342 1.21 1.50 1.68
C -0.119050 1.616554 2.451294 2.71 -0.55 -0.57
H -3.415566 2.222829 1.977112 -0.62 0.88 0.55
H 3.288317 1.623756 -3.761201 0.05 -0.22 0.21
C -3.033611 0.666859 3.395313 0.88 -1.88 0.11
H 3.192815 -1.104538 -2.390895 -1.06 0.99 1.08
H -3.545075 1.119360 4.288761 0.02 -0.79 -0.82
W -0.499087 1.264915 -1.246789 -1.33 -0.78 2.02
C 2.233503 -0.732163 -1.895286 -0.91 0.20 0.16
C 0.930624 -4.779590 -4.084307 -0.48 0.99 1.24
H -2.469430 -5.884497 0.988484 0.26 0.53 -0.47
C 4.115394 1.611486 -3.059148 1.17 0.32 -0.83
C 5.480570 1.806568 -3.364292 -1.34 -0.35 1.30
N 3.366471 0.367751 0.611928 -0.71 0.12 -0.69
C 0.907925 -4.248770 -2.790816 0.48 0.39 -0.81
C -2.512637 0.614751 -0.520863 0.99 0.98 -1.32
H 5.332438 1.819329 -0.007396 -0.24 -0.29 -0.74
H -2.578037 0.377407 -1.636167 -0.51 -0.03 0.67
C -1.856286 -4.007982 -0.090338 0.24 -0.28 0.73
H -1.380731 -0.962360 0.718531 1.64 -1.51 1.62
H -2.729399 -0.259996 0.101497 0.10 0.43 -0.39
H -1.116045 0.354053 4.708284 -1.23 -1.47 -1.89
H 0.640835 0.813511 0.286290 -2.62 -0.43 1.24
H -4.848553 3.989573 -2.240756 0.09 -0.23 0.48
C 6.163362 1.854446 -2.090958 -1.78 -0.10 0.48
C -5.583280 5.289295 0.837465 -0.16 0.21 -0.50
H 3.979397 -0.617890 3.766534 0.22 0.51 -0.43
Te -1.497314 3.539196 -1.463223 -0.33 1.69 -0.46
H 5.959432 1.894281 -4.350375 -0.59 -0.08 0.61
H -3.137285 1.498348 -0.294403 0.23 -0.86 0.01
N -0.590645 -3.402753 -0.244730 -0.66 1.17 0.15
P 2.208004 0.903050 -0.899852 8.23 -1.38 -0.68
P -0.229425 -1.903787 -1.264841 1.29 -6.32 -1.34
H -6.405331 5.368664 1.554473 0.29 0.17 -0.34
C 4.001253 -0.421799 2.692723 -0.89 0.72 -1.70
H 0.752903 2.266856 2.191596 -0.84 0.18 0.40
H 2.080837 -2.765910 -1.004686 -0.37 0.76 -0.04
H -2.271177 6.144553 0.455031 -0.20 -0.33 0.12
H 5.152573 -2.196377 1.843207 0.27 0.47 -0.05
C -3.451665 4.694147 -0.714087 0.41 0.64 0.06
C -5.789572 4.611648 -0.374689 0.62 0.44 0.49
C -1.836761 -0.280744 3.997927 -0.57 0.31 1.49
C -4.382016 5.965443 1.063069 0.42 -0.40 -0.17
C 4.630144 -1.257489 1.695859 -1.39 1.44 -1.11
C -0.932679 -0.723357 1.741655 -0.34 -1.68 -2.18
H 1.501586 -4.549354 -1.932027 -0.19 0.20 -0.32
C -0.303664 -5.353762 0.895973 0.56 1.65 -0.76
H 0.092489 1.314355 3.523918 -0.50 0.00 -1.41
C 3.293732 0.586957 1.991428 -0.05 -1.33 1.71
H -4.342470 6.689668 1.882657 0.30 -0.31 -0.33
H 1.408484 -3.981682 0.328349 -0.41 -0.29 0.21
C 1.582014 -1.781599 -0.907470 0.13 0.51 -0.04
N 3.917621 1.510115 -1.672934 -1.20 0.31 -0.64
H -1.307781 -2.556381 3.234115 -0.88 3.11 -1.63
H 0.196961 -6.144738 1.440857 -0.19 0.07 -0.17
H 2.774353 1.416358 2.467812 0.00 -0.20 -0.48
C -1.698758 -5.191773 0.630308 0.25 0.65 -0.29
H 1.663533 -5.512993 -4.430452 -0.61 0.18 0.14
H -1.214757 3.204333 1.721091 -1.00 -0.27 -0.79
C 0.355467 -4.246942 0.340933 -0.67 -0.48 0.64
C -0.727754 -3.206074 -3.941391 0.83 -0.29 -1.15
C -0.120268 -4.126693 -4.811444 -0.06 0.46 0.83
C -1.315603 -1.376097 2.919547 0.57 2.25 0.81
C -2.613369 1.817836 2.573859 0.85 -0.13 -2.49
H -2.462291 -0.789984 4.757551 0.79 -0.46 -0.32
C -4.706682 4.408805 -1.242849 0.24 -1.02 0.19
H -1.604716 -2.578708 -4.133068 0.59 -0.15 0.24
H -6.777400 4.244665 -0.618799 0.05 0.07 -0.22
H 1.547637 -0.457279 -2.751872 0.48 -0.58 0.49
C -3.231384 5.661576 0.281676 -0.76 -0.75 0.07
C 5.184069 1.723088 -1.090994 0.93 0.31 0.17
C 0.048723 0.443029 1.492785 0.78 -0.65 1.89
H -0.349771 -4.328277 -5.859964 -0.23 0.19 0.57
H 1.119149 0.129487 1.514111 -0.74 -0.74 0.80
N -0.033945 -3.210309 -2.729590 -0.70 1.49 0.49
H 4.622573 -0.971120 -0.527818 -0.09 -0.17 -0.04
H -2.782218 -3.540296 -0.438165 0.58 -0.16 0.02
H 7.240712 1.972272 -1.920902 -0.72 -0.01 0.01
H 1.712847 -1.424312 0.146086 -0.05 -0.60 -0.69
```
Forces are in eV/Å.

Computed properties:
* ΔE to the lowest compared entry with this formula, charge and spin: 10.763 eV
* highest occupied orbital energy (alpha / beta): -0.45752 / -0.45730 Ha
* spin multiplicity: 3
* E_LUMO (alpha / beta): -9.0 / -8.5 eV
* net charge: +2
* ⟨S²⟩: 2.131



Computed, not measured: a gas-phase ion, C3H8NO2 (charge +1), with ωB97M-V/def2-TZVPD.

```
14
Properties=species:S:1:pos:R:3:forces:R:3
H -1.672236 0.654990 1.556008 0.12 -0.05 -0.40
H -1.300816 -1.005075 -0.792687 -0.64 0.45 0.51
C -1.038216 0.041669 -0.976751 1.74 1.09 -0.77
N -0.654120 0.644331 1.460752 0.81 1.14 -0.12
O 1.295907 -0.963209 1.381348 -0.12 0.00 0.10
H -0.280944 1.512244 1.898537 -0.50 -0.77 -0.05
H -0.534215 -0.680606 -2.729351 -0.01 0.10 -0.18
H -0.234601 -0.157326 1.968898 -0.02 0.02 0.24
H 0.424460 1.534701 -0.101549 -0.07 0.21 -0.84
C -0.007032 0.556430 0.045127 -0.74 -1.39 2.32
H -1.809504 0.825533 -1.008163 -0.49 -0.85 -0.04
O -0.286263 0.074843 -2.187201 -0.24 -0.05 0.10
H 1.640339 -0.787356 -0.611856 0.21 0.01 0.14
C 1.106507 -0.485157 0.298987 -0.05 0.11 -1.00
```
Forces are in eV/Å.

Computed properties:
* ΔE to the lowest compared entry with this formula, charge and spin: 1.958 eV
* highest occupied orbital energy: -0.55347 Ha
* E_LUMO: -3.9 eV
* net charge: +1
* structure (SMILES): [NH3+][C@@H](C=O)CO



Computed, not measured: 2 unconnected molecules or ions with the total composition C4H11NO3, with ωB97M-V/def2-TZVPD.

```
19
Properties=species:S:1:pos:R:3:forces:R:3
H 2.014949 0.256532 -1.888633 0.04 -0.19 -0.18
C -0.221033 0.149898 0.640729 -1.59 -0.03 1.76
H 2.246022 -0.555469 -0.303445 -0.23 -0.40 -0.13
O -1.421445 -1.019780 -1.628584 -0.61 -0.22 0.12
H -1.334219 -3.372531 -0.324290 0.54 -0.60 -0.79
H 0.409366 -0.697829 -2.472876 -0.43 -0.24 -0.30
C 1.750476 0.255022 -0.839634 0.43 1.03 0.67
H -1.155275 2.135353 0.744994 -0.46 -0.17 0.03
H -1.175194 -0.401839 0.749208 0.11 0.42 -1.13
H -0.699452 1.395005 2.381836 -0.85 -0.18 -0.34
H 0.352567 -0.570560 1.249029 0.68 0.83 -0.02
H 0.633087 3.101187 1.292805 0.26 0.57 0.05
H -2.179779 -2.227471 0.054529 0.11 -0.17 0.16
C -0.315071 -0.563563 -1.650809 1.33 1.35 0.34
C -0.483174 1.507520 1.315323 3.01 -0.54 0.28
N 0.296435 0.272585 -0.696785 -0.62 -1.99 -0.90
O 0.837159 2.172200 1.340786 -0.90 -0.27 -0.21
O -1.730894 -2.995019 0.443488 -0.64 0.68 0.64
H 2.175484 1.158758 -0.407665 -0.18 0.11 -0.04
```
Forces are in eV/Å.

Computed properties:
* ΔE to the lowest compared entry with this formula, charge and spin: 1.827 eV
* highest occupied orbital energy: -0.35925 Ha
* E_LUMO: 0.8 eV
* structure (SMILES): CN(C=O)CCO.O



Computed, not measured: a molecular structure, C25H22IrN4O4, with ωB97M-V/def2-TZVPD.

```
56
Properties=species:S:1:pos:R:3:forces:R:3
C -0.185685 -3.013080 1.600930 0.01 -0.01 0.00
C 0.345681 4.932343 1.811411 0.00 0.01 0.01
H -0.313394 0.264867 4.900020 0.00 0.00 0.00
H -1.994055 -0.957958 -5.353698 0.01 0.00 0.00
C -3.550316 0.382880 -2.678035 -0.01 0.00 0.05
C -4.529866 -0.784591 -4.719288 -0.01 0.02 0.01
C 0.403665 1.366306 3.222554 -0.01 -0.05 0.02
C 0.276224 3.440816 1.756470 0.03 0.02 -0.02
C 0.439575 2.720797 2.981811 0.00 0.01 -0.01
O -4.391915 -1.673180 -5.507547 0.01 -0.01 -0.01
H -5.677742 0.565476 -3.976669 0.01 0.02 0.02
H 0.119084 5.357288 0.838352 0.00 0.00 0.00
H -4.533402 0.516386 -2.242107 -0.01 0.00 -0.02
H -0.502658 -6.829423 1.991012 0.00 0.00 0.00
C -0.999582 -0.001593 -3.710318 0.00 0.02 0.01
H 1.349225 5.236337 2.117012 -0.01 0.00 0.01
H 0.600600 3.347030 3.848035 0.00 0.01 -0.01
C -0.154230 -4.969344 2.996243 0.00 0.01 0.01
C -3.388488 -0.245513 -3.909193 0.00 0.00 -0.01
H 3.090875 0.639072 1.567482 -0.01 0.00 0.00
C 4.555323 1.032652 0.035893 -0.01 0.00 -0.01
H -0.043695 -5.426892 3.969735 0.00 0.00 0.00
H 1.157585 1.585964 -3.366619 0.03 0.01 0.00
C -0.040762 -3.597787 2.861921 0.00 0.01 -0.02
H 5.400444 0.942492 0.701969 0.00 0.00 0.00
C 3.620753 1.432960 -2.133537 -0.01 0.00 -0.01
H -0.761019 -5.796597 -0.237023 0.00 0.00 0.00
H 0.733754 1.640931 5.311931 0.00 0.00 0.00
O -5.741876 -0.227101 -4.520589 -0.01 -0.02 -0.02
O 0.085663 2.934049 0.618687 0.00 -0.02 0.04
N 2.197515 0.952670 -0.252777 -0.01 0.01 0.04
C -0.073700 -1.568315 1.436382 -0.04 -0.05 0.04
C 2.335648 1.225487 -1.584553 0.02 0.00 0.01
C 3.269795 0.858611 0.520929 0.00 0.00 0.00
H -0.007089 -0.181820 -4.100619 -0.01 -0.01 -0.02
H -0.350347 5.314419 2.558912 0.00 0.01 0.00
N -0.069111 1.034762 -1.704358 0.03 0.01 -0.02
H 5.713190 1.478413 -1.726241 0.00 0.00 0.00
N 0.206183 0.476011 2.210590 0.01 0.04 -0.03
H 1.411929 0.136997 4.646400 0.00 0.00 0.00
C -0.558120 -5.177626 0.626076 0.00 0.00 -0.01
N 0.155657 -0.804627 2.532860 0.01 0.02 -0.07
C 1.156738 1.290076 -2.326954 -0.10 -0.03 0.01
Ir -0.004462 0.954551 0.258131 -0.02 -0.04 -0.02
H 0.156638 -2.972611 3.720723 0.00 -0.01 0.01
C 4.721736 1.331109 -1.320033 0.01 0.00 0.01
C -0.444517 -3.808339 0.481538 0.00 0.01 0.01
C 0.571643 0.830379 4.607605 0.00 0.00 0.00
C -2.450200 0.813286 -1.961506 0.01 0.00 0.01
H 3.716684 1.657802 -3.186896 0.00 0.00 0.00
H -2.575573 1.306791 -1.004458 -0.02 0.00 0.00
C -0.412569 -5.756733 1.881544 0.00 -0.01 0.00
C -1.162202 0.628868 -2.470334 0.05 -0.03 0.00
O -0.214982 -1.052462 0.278639 0.02 0.06 0.01
H -0.555916 -3.343042 -0.488010 0.00 0.00 0.00
C -2.104358 -0.440264 -4.410435 0.01 0.00 -0.02
```
Forces are in eV/Å.

Computed properties:
* highest occupied orbital energy (alpha / beta): -0.35860 / -0.42459 Ha
* spin multiplicity: 5
* E_LUMO (alpha / beta): -3.3 / -5.7 eV
* net charge: +1
* ⟨S²⟩: 6.069